1.
DFT (ωB97M-V/def2-TZVPD) results for a cluster of 2 separate species, C10H15NO2 in total.

Each line ends with the natural charge from an NBO analysis.
Element x y z (Å)
1 C -2.265 -2.306 -1.367  -0.62
2 C -1.013 -1.502 -1.374  -0.05
3 C 0.180 -2.239 -1.070  -0.18
4 C 1.407 -1.598 -1.331  -0.26
5 C 1.435 -0.264 -1.744  0.29
6 O 2.819 0.150 -1.993  -0.71
7 C 0.206 0.474 -1.978  -0.28
8 C -0.948 -0.212 -1.763  -0.21
9 H -3.188 -1.892 -1.152  0.22
10 H -2.159 -3.155 -0.559  0.20
11 H -2.475 -2.830 -2.307  0.22
12 H -0.085 -3.153 -0.612  0.22
13 H 2.348 -2.041 -1.129  0.23
14 H 2.944 1.090 -2.164  0.48
15 H 0.268 1.518 -2.454  0.23
16 H -1.953 0.301 -1.596  0.22
17 C -0.505 0.317 1.653  -0.64
18 C -0.851 1.686 2.207  -0.49
19 C 0.549 2.582 2.122  0.69
20 N 1.766 1.992 2.328  -0.83
21 O 0.593 3.776 1.964  -0.63
22 H 0.082 -0.350 2.335  0.21
23 H 0.154 0.235 0.659  0.23
24 H -1.400 -0.240 1.480  0.22
25 H -1.511 2.376 1.719  0.24
26 H -0.936 1.625 3.292  0.23
27 H 2.566 2.569 2.318  0.39
28 H 1.972 1.088 2.518  0.38

Results
Gap between HOMO and LUMO = 9.325 eV
2S+1 = 1
E_LUMO = 0.71 eV
SMILES = Cc1ccc(O)cc1.CCC(N)=O


2.
DFT (ωB97M-V/def2-TZVPD) results for a structure of composition C10H15NO2P.

Each line ends with the natural charge from an NBO analysis.
Element x y z (Å)
1 C -4.449 -0.010 0.594  -0.32
2 C -4.152 -0.068 -0.762  -0.20
3 C -3.497 0.122 1.594  -0.20
4 C -2.824 0.118 -1.091  -0.28
5 C -2.148 0.178 1.200  -0.31
6 C -1.803 0.217 -0.153  0.18
7 C 2.349 -0.103 -1.576  -0.63
8 C 3.678 0.249 0.445  -0.62
9 C 1.892 -1.657 0.304  -0.63
10 C 2.299 -0.233 -0.091  -0.41
11 N -0.623 0.168 -0.697  -0.88
12 O 0.882 0.570 1.996  -1.12
13 O 1.442 2.363 0.022  -1.12
14 P 1.137 1.049 0.635  2.28
15 H -5.473 0.172 1.016  0.18
16 H -5.064 -0.014 -1.462  0.20
17 H -3.716 0.424 2.638  0.20
18 H -2.588 0.373 -2.116  0.18
19 H -1.353 0.065 1.899  0.24
20 H 1.412 -0.504 -2.107  0.21
21 H 2.273 0.984 -1.720  0.23
22 H 3.239 -0.477 -2.058  0.19
23 H 3.556 1.193 0.892  0.22
24 H 4.464 0.333 -0.293  0.19
25 H 4.174 -0.248 1.249  0.20
26 H 2.747 -2.299 0.116  0.19
27 H 1.542 -1.522 1.362  0.24
28 H 1.004 -1.913 -0.277  0.23
29 H -0.398 0.470 -1.560  0.36

Results
Gap between HOMO and LUMO = 6.996 eV
2S+1 = 1
E_LUMO = 3.48 eV
Net charge = -1


3.
DFT (ωB97M-V/def2-TZVPD) results for the molecule C10H15NO2S2.

Each line ends with the natural charge from an NBO analysis.
Element x y z (Å)
1 C -4.670 -2.411 1.384  -0.63
2 C -3.911 -1.706 0.273  -0.08
3 O -3.488 -0.390 0.660  -0.49
4 C -2.773 0.278 -0.223  0.61
5 O -2.506 -0.091 -1.362  -0.58
6 S -1.962 1.729 0.340  0.27
7 C -0.315 1.279 -0.118  -0.03
8 N 0.375 2.172 -0.747  -0.47
9 C 1.629 1.904 -1.234  0.16
10 C 2.164 2.869 -2.242  -0.62
11 C 2.453 0.876 -0.824  -0.23
12 C 2.100 -0.092 0.283  -0.18
13 C 2.802 -1.436 0.092  -0.61
14 C 2.587 0.503 1.655  -0.61
15 S 0.300 -0.321 0.286  0.28
16 H -4.041 -2.483 2.293  0.22
17 H -4.981 -3.403 1.141  0.23
18 H -5.577 -1.834 1.636  0.21
19 H -4.535 -1.601 -0.632  0.19
20 H -3.040 -2.324 0.004  0.19
21 H 1.461 2.983 -3.045  0.22
22 H 3.088 2.459 -2.661  0.21
23 H 2.405 3.825 -1.816  0.22
24 H 3.432 0.698 -1.242  0.21
25 H 2.820 -1.972 1.039  0.22
26 H 2.216 -2.043 -0.633  0.23
27 H 3.829 -1.288 -0.261  0.22
28 H 2.348 -0.213 2.448  0.21
29 H 3.676 0.575 1.627  0.21
30 H 2.112 1.459 1.883  0.22

Results
Gap between HOMO and LUMO = 8.542 eV
2S+1 = 1
E_LUMO = 0.15 eV
SMILES = CCOC(=O)SC1=NC(C)=CC(C)(C)S1


4.
DFT (ωB97M-V/def2-TZVPD) results for the molecule C10H15NO3.

Each line ends with the natural charge from an NBO analysis.
Element x y z (Å)
1 C 1.801 0.866 -3.418  -0.45
2 N 1.005 1.699 -2.564  0.14
3 O 1.070 2.933 -2.718  -0.51
4 C 0.068 1.227 -1.731  -0.01
5 C -0.195 -0.209 -1.356  -0.50
6 C -1.558 -0.323 -0.731  0.61
7 O -2.508 -0.026 -1.432  -0.52
8 C -1.734 -0.689 0.737  -0.52
9 C -0.527 -0.508 1.684  -0.05
10 C -0.729 -1.249 3.011  -0.60
11 C -0.286 0.972 2.015  -0.61
12 C 0.682 -1.136 1.030  -0.52
13 C 0.917 -0.667 -0.406  0.62
14 O 2.074 -0.660 -0.821  -0.55
15 H 1.402 0.868 -4.442  0.22
16 H 2.839 1.233 -3.366  0.24
17 H 1.793 -0.174 -3.048  0.23
18 H -0.415 1.975 -1.091  0.22
19 H -0.261 -0.851 -2.258  0.28
20 H -2.018 -1.769 0.720  0.24
21 H -2.590 -0.104 1.127  0.25
22 H -1.725 -1.029 3.455  0.21
23 H 0.063 -0.995 3.739  0.22
24 H -0.684 -2.302 2.828  0.21
25 H -0.132 1.581 1.128  0.21
26 H 0.592 1.075 2.682  0.22
27 H -1.187 1.354 2.554  0.22
28 H 1.538 -0.849 1.604  0.24
29 H 0.709 -2.242 1.069  0.24

Results
Gap between HOMO and LUMO = 8.627 eV
2S+1 = 1
E_LUMO = 0.18 eV
SMILES = C/[N+]([O-])=C\C1C(=O)CC(C)(C)CC1=O


5.
DFT (ωB97M-V/def2-TZVPD) results for a structure of composition C10H15NOS.

Each line ends with the natural charge from an NBO analysis.
Element x y z (Å)
1 C 2.292 1.898 0.469  -0.12
2 C -0.182 -1.831 -0.699  -0.28
3 C 1.032 1.725 0.112  -0.29
4 C -0.682 -0.836 -1.397  0.01
5 C 2.447 2.230 1.892  -0.45
6 C -1.011 -3.133 -1.009  -0.42
7 C 0.147 2.159 1.290  -0.42
8 C -1.689 -1.118 -2.361  -0.52
9 C 1.063 2.430 2.485  -0.41
10 C -1.712 -2.704 -2.417  -0.38
11 N 1.209 1.366 -2.619  -1.12
12 O -0.865 2.332 -1.549  -0.91
13 S 0.236 1.315 -1.422  1.85
14 H 3.225 1.878 -0.045  0.22
15 H 0.659 -1.834 0.035  0.23
16 H 2.946 1.570 2.563  0.23
17 H 3.161 3.132 1.893  0.22
18 H -0.449 -4.032 -1.090  0.21
19 H -1.794 -3.241 -0.188  0.20
20 H -0.164 3.138 0.902  0.22
21 H -0.747 1.564 1.468  0.22
22 H -2.637 -0.733 -2.034  0.23
23 H -1.454 -0.715 -3.319  0.24
24 H 0.711 1.687 3.220  0.21
25 H 0.741 3.401 2.902  0.22
26 H -1.022 -3.024 -3.247  0.21
27 H -2.753 -3.222 -2.449  0.22
28 H 2.017 0.830 -2.587  0.37

Results
Gap between HOMO and LUMO (alpha / beta) = 8.642 / 8.643 eV
2S+1 = 1
E_LUMO (alpha / beta) = -0.07 / -0.07 eV


6.
DFT (ωB97M-V/def2-TZVPD) results for a cluster of 2 separate species, C10H15O2 in total.

Each line ends with the natural charge from an NBO analysis.
Element x y z (Å)
1 O 1.146 1.974 -3.174  -0.44
2 H 1.052 2.945 -3.226  0.42
3 C 0.946 -2.513 -0.449  -0.60
4 H 0.243 -2.778 -1.252  0.22
5 H 1.929 -2.943 -0.692  0.21
6 H 0.605 -2.995 0.481  0.20
7 C 1.045 -1.002 -0.286  -0.23
8 H 1.506 -0.582 -1.201  0.21
9 C -0.306 -0.341 -0.143  -0.06
10 C -0.631 0.836 -0.830  -0.16
11 H 0.104 1.256 -1.740  0.23
12 C -1.780 1.561 -0.542  -0.28
13 H -1.965 2.540 -0.989  0.22
14 C -2.781 0.972 0.229  0.30
15 O -3.930 1.641 0.396  -0.66
16 H -4.497 1.193 1.033  0.48
17 C -2.504 -0.227 0.896  -0.29
18 H -3.235 -0.620 1.609  0.20
19 C -1.268 -0.842 0.742  -0.20
20 H -1.053 -1.743 1.325  0.21
21 C 1.954 -0.645 0.897  -0.39
22 H 1.503 -1.059 1.820  0.19
23 H 2.913 -1.179 0.768  0.20
24 C 2.203 0.841 1.054  -0.61
25 H 2.573 1.281 0.113  0.20
26 H 1.281 1.381 1.325  0.21
27 H 2.948 1.051 1.834  0.21

Results
Gap between HOMO and LUMO (alpha / beta) = 9.061 / 5.967 eV
2S+1 = 2
E_LUMO (alpha / beta) = 0.79 / -2.30 eV
⟨S²⟩ = 0.75


7.
DFT (ωB97M-V/def2-TZVPD) results for a structure of composition C10H15PS.

Each line ends with the natural charge from an NBO analysis.
Element x y z (Å)
1 C 0.586 1.244 -0.647  -0.02
2 C 0.613 0.966 0.696  0.04
3 C -0.981 -2.407 0.469  -0.39
4 C 0.424 -1.143 -1.137  -0.40
5 C -2.135 -1.620 -0.127  -0.80
6 C -0.256 0.242 -1.298  -0.56
7 C -0.285 -0.129 0.994  -0.62
8 C 0.202 -1.462 0.269  -0.21
9 C 1.442 2.283 -1.204  -0.67
10 C 1.312 1.545 1.856  -0.63
11 P -1.656 0.125 -0.076  1.39
12 S -2.959 1.597 -0.048  -0.53
13 H -1.152 -2.564 1.517  0.21
14 H -0.777 -3.366 0.003  0.22
15 H -0.142 -1.786 -1.868  0.21
16 H 1.462 -1.252 -1.344  0.23
17 H -2.523 -1.871 -1.208  0.25
18 H -3.026 -1.864 0.485  0.26
19 H -0.399 0.698 -2.274  0.25
20 H -0.550 -0.426 1.950  0.24
21 H 1.063 -1.805 0.664  0.21
22 H 1.198 2.633 -2.210  0.22
23 H 2.579 2.119 -1.227  0.22
24 H 1.557 3.318 -0.744  0.24
25 H 0.599 1.632 2.625  0.22
26 H 1.771 2.431 1.625  0.22
27 H 2.032 0.862 2.259  0.21

Results
Gap between HOMO and LUMO = 9.136 eV
2S+1 = 1
E_LUMO = 0.78 eV


8.
DFT (ωB97M-V/def2-TZVPD) results for a cluster of 2 separate species, C10H16 in total.

Each line ends with the natural charge from an NBO analysis.
Element x y z (Å)
1 C -2.122 -0.627 1.803  -0.79
2 C -1.224 -3.214 -1.489  -0.29
3 C -0.900 -3.452 -0.261  -0.21
4 C -1.638 -1.821 -1.755  -0.25
5 C -1.229 -2.615 0.852  -0.31
6 C -1.826 -0.922 -0.754  -0.33
7 C -1.569 -1.385 0.617  -0.04
8 H -1.087 -3.781 -2.385  0.20
9 H -0.332 -4.485 0.065  0.18
10 H -1.783 -1.515 -2.696  0.19
11 H -1.183 -3.032 1.822  0.20
12 H -1.901 0.140 -0.948  0.20
13 H -2.864 0.167 1.517  0.21
14 H -1.375 -0.008 2.443  0.21
15 H -2.641 -1.348 2.384  0.20
16 C 2.027 2.519 -0.749  -0.49
17 C 1.170 3.175 0.379  -0.74
18 C 3.243 1.905 -0.111  -0.64
19 H 1.336 1.811 -1.184  0.21
20 H 2.220 3.406 -1.482  0.17
21 H 1.052 2.372 1.113  0.19
22 H 0.074 3.492 0.129  0.19
23 H 2.897 1.143 0.489  0.20
24 H 4.007 1.577 -1.076  0.16
25 H 1.768 4.051 0.755  0.18
26 H 3.879 2.447 0.524  0.20

Results
Gap between HOMO and LUMO (alpha / beta) = 2.536 / 9.795 eV
2S+1 = 2
E_LUMO (alpha / beta) = 3.79 / 3.74 eV
Net charge = -1
⟨S²⟩ = 0.75


no.,DFT total energy (eV)
1,-16196.7458
2,-25488.5913
3,-37868.0529
4,-18243.1706
5,-24980.3437
6,-14705.5268
7,-30736.1744
8,-10625.6900